# 1
Here is a molecular structure, C4H7N2 from the Open Molecules 2025 dataset. Energies are from ωB97M-V/def2-TZVPD.

Its spin multiplicity is 1. As for the charge: +1. As for the HOMO-LUMO gap (alpha / beta): 8.28 / 9.25 eV. The calculation puts the HOMO energy (alpha / beta) at -15.01 / -14.90 eV. For the LUMO energy (alpha / beta), the calculation gives -6.73 / -5.64 eV.

Each line ends with the Mulliken charge.
Geometry (Å):
C  0.79  0.16  -0.16  0.322
C  -2.76  0.21  -0.20  -0.301
C  -0.09  -0.97  0.25  -0.111
C  2.20  0.46  -0.15  -0.900
N  -0.21  1.02  -0.11  -0.604
N  -1.07  0.09  0.20  0.426
H  -3.11  1.20  -0.71  0.328
H  -3.27  -0.53  0.31  0.354
H  -0.25  -1.82  -0.51  0.270
H  0.17  -1.30  1.32  0.277
H  2.28  0.40  0.92  0.271
H  2.52  1.43  -0.54  0.344
H  2.80  -0.36  -0.63  0.324

=====

# 2
Here is a gas-phase ion, C4H7N2 (charge +1) from the Open Molecules 2025 dataset. Energies are from ωB97M-V/def2-TZVPD.

Its spin multiplicity is 3. As for the charge: +1. As for the HOMO-LUMO gap (alpha / beta): 7.61 / 6.71 eV. The calculation puts the HOMO energy (alpha / beta) at -12.03 / -14.96 eV. For the LUMO energy (alpha / beta), the calculation gives -4.43 / -8.25 eV. Its expectation value of S² is 2.0151.

Each line ends with the Mulliken charge.
Geometry (Å):
C  -1.10  -1.18  -0.23  -0.016
C  -2.09  -0.25  -0.04  0.090
C  -2.31  0.98  0.03  -0.384
C  2.15  0.34  0.03  -0.650
N  1.11  -0.63  -0.18  -0.076
N  -0.12  -0.36  -0.26  -0.070
H  -1.11  -2.22  -0.02  0.426
H  -3.05  1.57  -0.48  0.297
H  -1.92  1.47  0.94  0.243
H  2.11  0.67  1.12  0.304
H  3.10  -0.03  -0.29  0.323
H  1.89  1.17  -0.69  0.269
H  1.34  -1.54  0.08  0.244

=====

# 3
Here is a gas-phase ion, C4H7N2O (charge +1) from the Open Molecules 2025 dataset. Energies are from ωB97M-V/def2-TZVPD.

Its spin multiplicity is 1. As for the charge: +1. As for the HOMO-LUMO gap: 10.66 eV. The calculation puts the HOMO energy at -14.13 eV. For the LUMO energy, the calculation gives -3.47 eV. As for the structure (SMILES): [NH2+]=C1NCC=CO1.

Each line ends with the Mulliken charge.
Geometry (Å):
C  -0.05  -0.57  1.10  0.688
C  0.93  1.48  0.53  -0.197
C  -0.10  0.32  -1.31  -0.506
C  0.62  1.56  -0.77  -0.349
N  -0.31  -0.72  -0.25  -0.225
N  -0.51  -1.56  1.82  -0.341
O  0.48  0.52  1.47  -0.316
H  1.33  2.20  1.26  0.409
H  -1.02  0.76  -1.62  0.303
H  0.31  -0.05  -2.15  0.454
H  0.76  2.50  -1.30  0.375
H  -0.78  -1.57  -0.46  0.180
H  -0.21  -1.60  2.81  0.292
H  -0.75  -2.45  1.45  0.231

=====

The evaluated E for the records listed, in turn: -7228.4446; -7227.2038; -9281.4421 eV.
The evaluated ΔE to the lowest compared entry with this formula, charge and spin for the records listed, in turn: 7.2936; 3.5284; 1.3480 eV.
The evaluated strongest force on any atom for the records listed, in turn: 7.719; 6.560; 6.040 eV Å⁻¹.